A molecular structure, C50H43Co2NO5P at a distorted geometry. Source: the OMol25 dataset; level of theory: ωB97M-V/def2-TZVPD.

The calculation puts the gap between HOMO and LUMO at 5.25 eV. The HOMO energy comes out at -2.8 eV. Its net charge is -1.

Element x y z (Å)
1 Co -1.15236 -1.04972 1.77266
2 Co 0.57223 0.66417 1.83546
3 P -2.79843 -0.14075 2.69728
4 O -0.72031 2.68713 3.47609
5 O -2.43814 -2.50633 -0.35987
6 O -0.64733 -2.95460 3.89467
7 O 1.62420 -0.79956 4.14783
8 O 2.73552 2.59036 1.63387
9 N 2.04409 -1.35121 -2.49523
10 C -4.29012 -1.21387 2.51010
11 C -1.79614 0.24921 6.67037
12 C -0.29989 1.85170 2.78809
13 C 5.30033 -1.70082 2.56629
14 C 2.17537 -0.75783 -0.26871
15 C 4.10246 -2.42026 2.57255
16 C -3.35965 1.47372 2.02348
17 C -0.29877 0.00264 0.38878
18 C 1.04567 -0.18447 0.34339
19 C -0.63355 0.12654 -5.21544
20 C 4.40161 -0.17945 0.91073
21 C 1.88386 1.80518 1.69226
22 C -6.42661 -2.99429 2.17739
23 C 3.26352 -0.97752 0.83857
24 C 1.89044 3.50485 -4.66551
25 C 1.08535 -0.41572 3.19183
26 C 2.86963 -0.16804 -2.93098
27 C -6.43723 -1.75713 1.52781
28 C -4.08103 3.77438 2.27519
29 C 0.31327 3.28890 -6.97119
30 C 0.18357 0.21316 -4.07206
31 C -5.35717 -3.33477 3.01213
32 C -3.37484 1.62826 0.62773
33 C -0.78075 -2.15904 3.05852
34 C 4.31811 -0.36884 -2.57440
35 C 2.51451 -2.40659 -1.59773
36 C -4.13317 0.28942 5.14247
37 C -4.08714 3.92950 0.88597
38 C 2.07526 1.14453 -2.73514
39 C -4.20482 0.44752 6.52906
40 C 1.12544 4.39781 -6.79069
41 C -5.37465 -0.86176 1.69793
42 C 2.21314 -2.19227 -3.83744
43 C 3.06908 -2.03447 1.71629
44 C 3.99337 -2.66690 -1.63959
45 C 1.07653 1.26206 -3.88960
46 C -0.57361 1.12308 -6.17839
47 C 5.44383 -0.56936 1.76171
48 C 3.70820 -2.34336 -4.07820
49 C 0.25749 2.25516 -6.00430
50 C 4.55368 -1.88026 -2.83546
51 C -1.90422 -1.93962 0.50215
52 C -3.71032 2.55274 2.84411
53 C -1.71997 0.09060 5.28170
54 C -4.29586 -2.44281 3.18733
55 C 1.08483 2.35175 -4.81889
56 C -3.73281 2.85727 0.06322
57 C -3.03280 0.42802 7.29358
58 C -2.88957 0.10959 4.51389
59 C 1.91490 4.50679 -5.62778
60 H 4.47333 -2.41032 -0.69125
61 H 5.61864 -2.08995 -2.97763
62 H -3.73083 2.96242 -1.02230
63 H 4.56120 -0.07066 -1.55108
64 H 6.35671 0.02865 1.78294
65 H -5.17650 0.58418 7.00558
66 H -0.91584 0.44816 -0.38874
67 H 4.48427 0.72146 0.29557
68 H 2.78106 1.97934 -2.70409
69 H 4.12215 -3.74432 -1.80116
70 H -4.36521 4.88820 0.44545
71 H 4.93640 0.24118 -3.24577
72 H 2.54963 5.37953 -5.47910
73 H -5.34173 -4.29527 3.52876
74 H 2.66802 -0.03068 -0.89772
75 H 1.50833 1.14188 -1.79005
76 H -3.69999 2.44196 3.92717
77 H -7.27123 -1.47883 0.88253
78 H -0.75073 -0.05820 4.79530
79 H -0.30325 3.18830 -7.86750
80 H 1.68543 -1.65306 -4.62342
81 H -0.87915 0.23052 7.26111
82 H 1.72841 -3.16343 -3.70297
83 H 4.01099 -1.76568 -4.95602
84 H 2.49590 3.60713 -3.76509
85 H -1.17496 1.05459 -7.08759
86 H 3.94558 -3.27761 3.22851
87 H 0.15060 -0.57599 -3.31859
88 H -1.28996 -0.73291 -5.33904
89 H 1.15486 5.18621 -7.54318
90 H 3.92980 -3.39725 -4.27284
91 H -3.08753 0.55114 8.37685
92 H -3.10786 0.78930 -0.02210
93 H -5.39585 0.10828 1.20183
94 H 6.11692 -2.01241 3.21969
95 H -7.25103 -3.69489 2.03568
96 H 1.94012 -3.32487 -1.79372
97 H 2.12718 -2.59405 1.68377
98 H -4.35576 4.60394 2.92790
99 H -5.04833 0.29740 4.54659
100 H 2.93013 -0.21555 -4.02736
101 H -3.46982 -2.70473 3.85456
102 H 2.05166 -1.97750 -0.59728

Here are the Mulliken charges for atoms 1 to 8, given in e: 0.6503, -0.6374, 1.7589, -0.4840, -0.5256, -0.5401, -0.4758, -0.4718

=====

A molecular structure, C50H43F3MoN5O4Sb at a distorted geometry. Source: the OMol25 dataset; level of theory: ωB97M-V/def2-TZVPD.

The calculation puts the gap between HOMO and LUMO at 5.06 eV. The HOMO energy comes out at -18.4 eV. Its net charge is +4. For the energy above the lowest of the compared OMol25 structures with the same formula, charge and spin, the calculation gives 2.863 eV.

Element x y z (Å)
1 Sb -1.75818 2.03724 -1.72075
2 Mo -0.77150 -0.62273 -1.00862
3 F -0.18710 7.53762 0.29247
4 F -7.66688 1.42350 -0.27292
5 F 0.30614 0.70525 -7.33236
6 O 0.92359 -0.32426 -1.08487
7 O 3.27975 -1.71224 1.57783
8 O 1.82091 -1.07252 3.21907
9 O -0.93678 -0.84092 0.67414
10 N -1.79079 -1.71250 -2.47282
11 N -3.41914 -2.80703 -3.42423
12 N -3.76997 -2.33983 -2.23303
13 N -5.02068 -2.49529 -1.77671
14 N -2.84264 -1.68528 -1.62331
15 C 4.65332 -2.57031 -3.35184
16 C 2.73905 3.09691 0.78634
17 C -5.43428 1.18433 0.33132
18 C -1.66963 5.74855 0.35378
19 C -1.09347 3.78460 -0.91419
20 C -0.26304 -3.37769 3.49692
21 C -0.48819 -3.61323 1.11651
22 C -6.07649 1.95968 -1.88893
23 C -1.07224 -0.55188 3.15665
24 C -0.35606 -2.78606 2.23017
25 C -0.62952 0.61489 3.78827
26 C 4.39885 0.94093 0.25622
27 C 3.01329 0.80577 0.08281
28 C 0.10827 4.37705 -1.33810
29 C 4.48255 -1.18911 -3.40524
30 C -0.28353 -4.75722 3.63104
31 C -0.23156 -1.29808 2.20807
32 C 3.80121 -0.54420 -2.39513
33 C 0.32530 1.42789 -3.83107
34 C 1.19978 -0.75015 2.01216
35 C -2.73210 0.80035 4.93974
36 C 2.08113 -1.41216 0.93054
37 C 2.19133 1.90374 0.34552
38 C -4.74241 2.05611 -2.23791
39 C 0.41037 5.65820 -0.93388
40 C 4.11257 3.21814 0.96687
41 C 4.13470 -0.41746 3.42181
42 C 3.18146 -1.51248 3.00940
43 C 0.79088 1.15212 -5.10214
44 C -4.10127 1.28349 -0.02189
45 C 4.13599 -3.30421 -2.28955
46 C -2.36567 -1.02402 3.42762
47 C -0.13304 0.96132 -6.12387
48 C 3.43667 -2.66591 -1.28142
49 C 3.37331 -2.83720 3.70631
50 C -0.48175 6.32026 -0.09262
51 C -1.96782 1.28270 -4.63720
52 C 4.93716 2.13720 0.69988
53 C -3.19025 -0.34973 4.30707
54 C -1.45294 1.27781 4.68269
55 C -6.40039 1.51986 -0.61067
56 C -3.75501 1.70781 -1.30776
57 C 3.26730 -1.27076 -1.31303
58 C -1.05422 1.50565 -3.59038
59 C -2.17279 -2.41470 -3.55069
60 C -1.50896 1.02406 -5.91210
61 C -0.52318 -4.99100 1.25569
62 C -1.97396 4.46933 -0.05470
63 C 2.54267 -0.55656 -0.26356
64 C -0.41707 -5.56708 2.51530
65 H 1.30962 6.16467 -1.25706
66 H -3.35097 1.04406 0.72879
67 H 1.11127 1.84223 0.24115
68 H 2.66114 -3.56829 3.32657
69 H 1.58819 -2.31502 0.55593
70 H 6.00614 2.22129 0.83963
71 H 4.10980 -0.29460 4.50332
72 H 3.85720 0.52661 2.95242
73 H -2.90191 4.01703 0.27598
74 H 2.09131 3.93375 1.00445
75 H 5.20786 -3.07319 -4.13312
76 H -5.74084 0.88118 1.32315
77 H 4.53507 4.14960 1.31663
78 H -4.49984 2.43738 -3.22162
79 H 0.79110 3.85936 -1.99999
80 H -3.03688 1.33015 -4.47340
81 H 4.91178 -0.62545 -4.22185
82 H 3.23331 -2.72137 4.78012
83 H 4.38432 -3.20549 3.53957
84 H -2.32619 6.32012 0.99518
85 H 5.15432 -0.67201 3.13741
86 H 1.05074 1.58925 -3.03964
87 H -5.52917 -3.19407 -2.31028
88 H -0.16382 -2.75501 4.37457
89 H 1.14617 0.33100 1.85350
90 H -0.20299 -5.19686 4.61547
91 H -6.86578 2.23448 -2.57548
92 H -0.44487 -6.64168 2.62799
93 H -4.17638 -0.73019 4.53494
94 H 0.37850 0.98378 3.64435
95 H 3.71264 0.53362 -2.41343
96 H -2.70348 -1.94733 2.97404
97 H -5.10359 -2.46119 -0.76836
98 H 4.29554 -4.37197 -2.23872
99 H 3.08633 -3.25732 -0.44739
100 H -0.62983 -5.62050 0.38314
101 H 5.05197 0.10167 0.06882
102 H -1.09306 2.15543 5.20132
103 H -2.18222 0.88280 -6.74762
104 H -0.56642 -3.21844 0.10204
105 H 1.84794 1.09390 -5.32257
106 H -3.36645 1.31217 5.65172
107 H -1.55069 -2.62416 -4.40637

Here are the Mulliken charges for atoms 1 to 8, given in e: 2.0624, 1.4906, -0.2568, -0.2722, -0.2652, -0.3016, -0.3793, -0.2843